Computed, not measured: the molecule C4H5NOS in a non-equilibrium geometry, with ωB97M-V/def2-TZVPD.

Calculated values
**E_LUMO**: 0.73 eV
**HOMO level**: -7.90 eV
**Energy relative to the best compared isomer or geometry (same formula, charge and spin)**: 16.7 kcal per mole
**SMILES string**: Oc1ccc(S)[nH]1
**Electronic energy**: -18601.1957 eV

Structure (ORCA input):
```
! RIJCOSX wB97M-V def2-TZVPD def2/J DEFGRID3
* xyz 0 1
O 1.380 -2.086 -0.234
C 0.498 -1.055 0.003
C -0.407 -0.787 1.077
C -0.983 0.499 0.717
C -0.395 0.972 -0.452
S -0.571 2.384 -1.504
N 0.505 -0.013 -0.812
H 1.312 -2.641 0.533
H -0.678 -1.473 1.826
H -1.892 0.916 1.131
H 0.126 3.257 -0.699
H 1.105 0.026 -1.587
*
```

In the natural (NBO) picture, each atom carries the following charge in e: O -0.664; C 0.450; C -0.408; C -0.251; C -0.096; S 0.005; N -0.524; H 0.488; H 0.221; H 0.227; H 0.136; H 0.417

---

Computed, not measured: the molecule C4H5NOS2 in a non-equilibrium geometry, with ωB97M-V/def2-TZVPD.

Calculated values
**E_LUMO**: 0.37 eV
**HOMO level**: -8.68 eV
**Energy relative to the best compared isomer or geometry (same formula, charge and spin)**: 92.9 kcal per mole
**SMILES string**: S=C1[C@H]2O[C@H]2CN1S
**Electronic energy**: -29433.0640 eV

Structure (ORCA input):
```
! RIJCOSX wB97M-V def2-TZVPD def2/J DEFGRID3
* xyz 0 1
S 2.425 -1.128 -0.121
C 0.883 -0.700 -0.126
C 0.306 -0.575 1.195
O 0.305 0.871 1.641
C -0.963 0.100 1.051
C -1.211 0.460 -0.439
N 0.097 -0.140 -1.036
S 0.530 0.358 -2.677
H 0.678 -1.191 2.103
H -1.649 0.101 2.067
H -1.036 1.635 -0.559
H -2.282 0.160 -0.891
H 1.918 0.050 -2.208
*
```

In the natural (NBO) picture, each atom carries the following charge in e: S -0.066; C 0.023; C -0.032; O -0.510; C 0.003; C -0.262; N -0.492; S 0.137; H 0.254; H 0.262; H 0.250; H 0.248; H 0.183

---

Computed, not measured: the molecule C4H5NOS2 in a non-equilibrium geometry, with ωB97M-V/def2-TZVPD.

Calculated values
**E_LUMO**: 0.33 eV
**HOMO level**: -8.28 eV
**Energy relative to the best compared isomer or geometry (same formula, charge and spin)**: 28.8 kcal per mole
**SMILES string**: O=CN1C=CSCS1
**Electronic energy**: -29435.8441 eV

Structure (ORCA input):
```
! RIJCOSX wB97M-V def2-TZVPD def2/J DEFGRID3
* xyz 0 1
O 2.875 -0.645 -0.496
C 2.117 0.308 -0.387
N 0.739 0.225 -0.439
C 0.121 -0.978 -0.590
C -1.207 -1.296 -0.398
S -2.441 -0.171 0.330
C -1.273 1.057 1.009
S -0.188 1.708 -0.273
H 2.461 1.289 -0.115
H 0.744 -1.733 -1.135
H -1.634 -2.229 -0.753
H -0.571 0.503 1.751
H -1.744 1.962 1.497
*
```

In the natural (NBO) picture, each atom carries the following charge in e: O -0.571; C 0.529; N -0.584; C -0.063; C -0.391; S 0.258; C -0.741; S 0.425; H 0.133; H 0.246; H 0.241; H 0.250; H 0.267

---

Computed, not measured: the molecule C4H5NOS2 in a non-equilibrium geometry, with ωB97M-V/def2-TZVPD.

Calculated values
**E_LUMO**: -0.20 eV
**HOMO level**: -8.81 eV
**Energy relative to the best compared isomer or geometry (same formula, charge and spin)**: 113.0 kcal per mole
**SMILES string**: OC(=S)[C@H]1CN1C=S
**Electronic energy**: -29432.1941 eV

Structure (ORCA input):
```
! RIJCOSX wB97M-V def2-TZVPD def2/J DEFGRID3
* xyz 0 1
O -1.681 -0.421 0.699
C -0.423 -0.906 0.900
S -0.437 -2.407 1.319
C 0.829 -0.041 0.846
C 1.986 -0.246 -0.208
N 1.159 0.983 -0.208
C 0.754 1.573 -1.290
S -0.816 1.935 -1.630
H -1.434 0.568 0.311
H 1.274 0.090 2.040
H 2.003 -0.737 -1.438
H 3.053 -0.260 0.333
H 1.603 2.101 -1.907
*
```

In the natural (NBO) picture, each atom carries the following charge in e: O -0.648; C 0.115; S 0.033; C -0.138; C -0.215; N -0.440; C -0.063; S -0.106; H 0.483; H 0.287; H 0.243; H 0.224; H 0.224

---

Computed, not measured: the molecule C4H5NOS5 in a non-equilibrium geometry, with ωB97M-V/def2-TZVPD.

Calculated values
**E_LUMO**: -0.28 eV
**HOMO level**: -8.72 eV
**Energy relative to the best compared isomer or geometry (same formula, charge and spin)**: 0.0 kcal per mole
**Electronic energy**: -61939.9871 eV

Structure (ORCA input):
```
! RIJCOSX wB97M-V def2-TZVPD def2/J DEFGRID3
* xyz 0 1
C -1.526 0.861 0.198
C -0.723 -0.225 -0.375
C -0.995 1.990 0.656
C -0.453 -1.472 0.294
N -1.462 -1.465 -0.739
O 1.824 -1.147 1.655
S 0.654 2.494 0.672
S 1.806 1.942 -0.977
S 3.087 0.359 -0.556
S 2.158 -1.315 -1.300
S 1.465 -2.145 0.594
H -2.580 0.803 0.208
H 0.125 0.018 -0.999
H -1.637 2.827 0.975
H -0.770 -1.698 1.300
H -0.971 -1.827 -1.606
*
```

In the natural (NBO) picture, each atom carries the following charge in e: C -0.186; C -0.189; C -0.388; C -0.179; N -0.552; O -0.893; S 0.159; S -0.013; S 0.066; S -0.150; S 1.058; H 0.227; H 0.234; H 0.239; H 0.210; H 0.357

---

Computed, not measured: a cluster of 2 separate species, C4H5NS in total in a non-equilibrium geometry, with ωB97M-V/def2-TZVPD.

Calculated values
**E_LUMO**: 0.45 eV
**HOMO level**: -9.93 eV
**Energy relative to the best compared isomer or geometry (same formula, charge and spin)**: 58.6 kcal per mole
**SMILES string**: C=C=CC#N.S
**Electronic energy**: -16551.5251 eV

Structure (ORCA input):
```
! RIJCOSX wB97M-V def2-TZVPD def2/J DEFGRID3
* xyz 0 1
C 2.253 -1.140 -0.799
C 1.696 -0.041 -0.592
C 1.066 1.110 -0.469
C 1.506 1.877 0.592
N 1.929 2.598 1.390
H 3.165 -1.353 -1.393
H 1.692 -2.096 -0.450
H 0.273 1.354 -1.154
S -2.926 0.562 0.220
H -2.239 -0.327 0.804
H -3.241 -0.301 -0.727
*
```

In the natural (NBO) picture, each atom carries the following charge in e: C -0.475; C 0.179; C -0.426; C 0.257; N -0.304; H 0.250; H 0.243; H 0.272; S -0.257; H 0.123; H 0.136

---

Computed, not measured: the molecule C4H5NS in a non-equilibrium geometry, with ωB97M-V/def2-TZVPD.

Calculated values
**E_LUMO**: -0.52 eV
**HOMO level**: -9.06 eV
**Energy relative to the best compared isomer or geometry (same formula, charge and spin)**: 29.5 kcal per mole
**SMILES string**: N#CCCC=S
**Electronic energy**: -16552.7875 eV

Structure (ORCA input):
```
! RIJCOSX wB97M-V def2-TZVPD def2/J DEFGRID3
* xyz 0 1
N 0.420 -1.441 2.613
C 0.554 -1.625 1.443
C 0.858 -1.583 -0.001
C 0.642 -0.192 -0.586
C -0.644 0.472 -0.578
S -0.892 1.960 -1.105
H 0.123 -2.223 -0.482
H 1.838 -2.045 -0.195
H 1.039 -0.060 -1.603
H 1.279 0.565 -0.091
H -1.399 0.057 0.090
*
```

In the natural (NBO) picture, each atom carries the following charge in e: N -0.309; C 0.273; C -0.508; C -0.507; C -0.259; S 0.074; H 0.246; H 0.267; H 0.256; H 0.263; H 0.203

---

Computed, not measured: a cluster of 2 separate species, C4H5NS in total in a non-equilibrium geometry, with ωB97M-V/def2-TZVPD.

Calculated values
**E_LUMO**: 0.50 eV
**HOMO level**: -9.41 eV
**Energy relative to the best compared isomer or geometry (same formula, charge and spin)**: 81.2 kcal per mole
**Electronic energy**: -16550.5436 eV

Structure (ORCA input):
```
! RIJCOSX wB97M-V def2-TZVPD def2/J DEFGRID3
* xyz 0 1
C -1.927 -0.143 0.843
C 0.764 -0.665 -0.599
C -0.037 0.348 -0.832
C -1.023 0.933 0.968
N -2.609 -1.031 0.675
S 0.096 0.800 2.356
H 1.459 -0.993 -1.304
H 1.021 -0.839 0.383
H -0.347 0.710 -1.832
H -1.452 1.885 0.973
H 0.174 -0.550 2.407
*
```

In the natural (NBO) picture, each atom carries the following charge in e: C 0.223; C -0.455; C -0.089; C -0.439; N -0.309; S 0.060; H 0.218; H 0.193; H 0.209; H 0.251; H 0.138